(1)
50
Properties=species:S:1:pos:R:3 method="wB97M-V/def2-TZVPD" homo_ev=-8.775 gap_ev=9.09
C -3.57 -4.30 -4.36
C -2.23 -3.58 -4.33
H -2.14 -2.87 -5.16
H -1.40 -4.29 -4.40
O -2.14 -2.86 -3.10
C -0.99 -2.22 -2.88
O -0.06 -2.23 -3.66
C -0.99 -1.50 -1.58
C -2.11 -1.47 -0.77
C -2.07 -0.78 0.44
C -0.90 -0.14 0.83
C 0.23 -0.18 0.02
C 0.19 -0.86 -1.19
H 1.05 -0.90 -1.83
N 1.37 0.48 0.48
C 2.60 0.59 -0.11
O 2.91 0.12 -1.17
C 3.52 1.43 0.76
H 3.54 1.00 1.76
C 3.11 2.91 0.84
C 2.48 3.24 2.17
O 1.75 2.48 2.75
O 2.76 4.46 2.62
H 2.33 4.62 3.47
H 2.36 3.17 0.07
C 4.47 3.61 0.51
C 4.62 3.42 -0.98
C 4.94 2.14 -1.14
H 5.09 1.56 -2.02
C 4.99 1.58 0.27
H 5.63 0.71 0.44
O 5.41 2.69 1.04
H 4.44 4.18 -1.71
H 4.60 4.60 0.93
H 1.26 0.95 1.38
H -0.87 0.39 1.78
C -3.29 -0.76 1.28
O -4.32 -1.31 0.99
O -3.12 -0.05 2.41
C -4.23 0.02 3.30
C -4.31 -1.20 4.19
H -3.38 -1.33 4.74
H -4.49 -2.09 3.59
H -5.12 -1.09 4.90
H -5.15 0.12 2.71
H -4.07 0.93 3.89
H -3.03 -1.96 -1.06
H -3.64 -4.99 -3.52
H -3.67 -4.86 -5.29
H -4.38 -3.59 -4.28

---

(2)
5
Properties=species:S:1:pos:R:3 method="wB97M-V/def2-TZVPD" multiplicity=3 homo_ev="-9.470 / -12.526" gap_ev="8.13 / 11.01"
N -0.85 -1.02 0.87
O 1.54 1.83 -0.72
O -0.34 -0.28 0.10
F -2.30 -0.99 0.73
S 1.96 0.46 -0.98

---

(3)
87
Properties=species:S:1:pos:R:3 method="wB97M-V/def2-TZVPD" homo_ev=-7.515 gap_ev=7.43
Sn -0.54 -0.24 0.56
Cl -5.46 4.29 -2.66
C -4.30 3.84 -1.47
C -3.66 2.63 -1.58
C -2.70 2.16 -0.66
N -2.15 0.88 -0.78
C -2.30 0.22 -1.98
O -2.27 0.72 -3.10
C -2.62 -1.26 -1.90
C -2.94 -1.92 -3.08
C -3.34 -3.25 -3.01
C -3.40 -3.86 -1.77
C -3.09 -3.11 -0.65
N -2.70 -1.85 -0.71
C -2.46 3.04 0.43
C -3.10 4.26 0.53
C -4.02 4.69 -0.41
Cl -4.77 6.23 -0.23
N -1.52 2.76 1.51
C -2.06 1.98 2.55
O -3.19 1.56 2.49
C -1.13 1.53 3.65
C -1.68 0.97 4.79
C -0.83 0.42 5.73
C 0.54 0.47 5.50
C 0.99 1.07 4.34
N 0.17 1.58 3.43
H -3.91 2.01 -2.42
H -2.89 -1.38 -4.01
H -3.60 -3.79 -3.91
H -3.69 -4.90 -1.67
H -3.17 -3.54 0.35
H -2.89 4.90 1.38
H -2.76 0.95 4.91
H -1.22 -0.04 6.63
H 1.24 0.04 6.21
H 2.05 1.13 4.10
C -0.03 -4.63 -4.81
C 0.22 -5.21 -3.58
C 0.47 -4.42 -2.47
C 0.49 -3.03 -2.59
C 0.22 -2.45 -3.83
C -0.03 -3.24 -4.93
P 0.79 -1.93 -1.17
C 1.42 -3.06 0.13
C 0.51 -3.58 1.05
C 0.93 -4.42 2.06
C 2.27 -4.75 2.18
C 3.18 -4.25 1.27
C 2.77 -3.40 0.25
C 2.28 -1.02 -1.62
C 3.16 -1.44 -2.59
C 4.39 -0.80 -2.76
C 4.73 0.25 -1.95
C 3.85 0.71 -0.94
C 4.23 1.74 -0.05
C 3.43 2.04 1.01
C 2.19 1.40 1.18
C 1.70 0.48 0.28
C 2.59 0.08 -0.77
H -0.21 -5.25 -5.68
H 0.22 -6.29 -3.48
H 0.68 -4.88 -1.51
H 0.22 -1.37 -3.92
H -0.22 -2.78 -5.89
H -0.54 -3.32 0.95
H 0.21 -4.82 2.77
H 2.60 -5.40 2.98
H 4.23 -4.50 1.36
H 3.49 -3.01 -0.45
H 2.90 -2.29 -3.21
H 5.09 -1.16 -3.51
H 5.70 0.73 -2.05
H 5.17 2.26 -0.22
H 3.74 2.80 1.73
H 1.60 1.66 2.04
Cl -1.78 4.50 4.06
C -0.60 4.68 2.81
C -0.60 3.84 1.69
C 0.27 4.18 0.64
Cl 0.30 3.26 -0.80
C 1.13 5.27 0.73
Cl 2.20 5.63 -0.56
C 1.14 6.07 1.87
Cl 2.19 7.41 1.99
C 0.26 5.77 2.91
Cl 0.20 6.80 4.29

---

(4)
36
Properties=species:S:1:pos:R:3 method="wB97M-V/def2-TZVPD" homo_ev=-10.211 gap_ev=10.50
O 0.37 2.27 -2.32
C -0.07 1.08 -2.39
O -0.43 0.33 -3.47
C -0.81 -0.94 -3.03
C -0.92 -0.82 -1.53
C -0.15 0.27 -1.15
H -0.17 -1.74 -3.40
H -1.78 -1.05 -3.50
H -0.50 -1.70 -1.06
H -1.94 -0.96 -1.17
H 0.84 -0.09 -0.86
H -0.64 0.91 -0.41
O 3.72 -3.49 1.83
C 3.79 -3.19 0.64
O 4.89 -3.34 -0.01
C 4.82 -2.78 -1.31
C 3.88 -1.68 -1.06
C 2.83 -2.37 -0.15
H 4.46 -3.35 -2.17
H 5.82 -2.43 -1.54
H 3.32 -1.34 -1.93
H 4.43 -0.80 -0.72
H 2.11 -2.87 -0.81
H 2.34 -1.60 0.44
O -5.31 0.84 2.72
C -4.53 1.74 2.52
O -3.84 1.80 1.40
C -2.67 2.82 1.49
C -2.55 2.96 2.99
C -4.00 2.76 3.43
H -2.93 3.79 1.07
H -1.80 2.48 0.93
H -2.17 3.90 3.38
H -1.84 2.26 3.42
H -4.48 3.72 3.22
H -4.11 2.60 4.50

---

(5)
36
Properties=species:S:1:pos:R:3 method="wB97M-V/def2-TZVPD" multiplicity=5 homo_ev="-1.125 / -3.702" charge=-1 gap_ev="3.57 / 6.07"
C -0.81 -0.40 -4.03
S -0.95 1.19 -3.20
C -2.69 1.58 -3.61
C -1.33 0.60 -1.08
C -1.83 1.90 -0.71
N -2.20 3.00 -0.57
H 0.06 -0.90 -3.61
H -1.71 -1.01 -3.87
H -0.65 -0.21 -5.10
H -3.00 2.43 -2.99
H -2.71 1.86 -4.66
H -3.32 0.71 -3.42
H -2.08 -0.17 -1.32
O -1.65 -0.72 3.73
C -0.50 -0.89 3.84
Fe 1.31 -0.97 3.54
C 1.92 -1.15 5.17
O 1.85 -1.05 6.33
C 0.92 0.74 3.55
O 0.50 1.83 3.44
C -0.26 0.14 -0.16
C 1.18 0.38 -0.65
C 2.20 0.55 0.49
C 2.18 -0.40 1.67
C 1.70 -1.75 1.56
C 0.39 -2.07 1.04
C -0.45 -1.28 0.32
H -0.33 0.77 0.76
H 1.48 -0.46 -1.32
H 1.20 1.30 -1.24
H 3.18 0.36 0.02
H 2.25 1.60 0.82
H 3.12 -0.24 2.26
H 2.46 -2.56 1.62
H 0.03 -3.08 1.31
H -1.45 -1.67 0.10

---

Repeat the fifth record exactly.
36
Properties=species:S:1:pos:R:3 method="wB97M-V/def2-TZVPD" multiplicity=5 homo_ev="-1.125 / -3.702" charge=-1 gap_ev="3.57 / 6.07"
C -0.81 -0.40 -4.03
S -0.95 1.19 -3.20
C -2.69 1.58 -3.61
C -1.33 0.60 -1.08
C -1.83 1.90 -0.71
N -2.20 3.00 -0.57
H 0.06 -0.90 -3.61
H -1.71 -1.01 -3.87
H -0.65 -0.21 -5.10
H -3.00 2.43 -2.99
H -2.71 1.86 -4.66
H -3.32 0.71 -3.42
H -2.08 -0.17 -1.32
O -1.65 -0.72 3.73
C -0.50 -0.89 3.84
Fe 1.31 -0.97 3.54
C 1.92 -1.15 5.17
O 1.85 -1.05 6.33
C 0.92 0.74 3.55
O 0.50 1.83 3.44
C -0.26 0.14 -0.16
C 1.18 0.38 -0.65
C 2.20 0.55 0.49
C 2.18 -0.40 1.67
C 1.70 -1.75 1.56
C 0.39 -2.07 1.04
C -0.45 -1.28 0.32
H -0.33 0.77 0.76
H 1.48 -0.46 -1.32
H 1.20 1.30 -1.24
H 3.18 0.36 0.02
H 2.25 1.60 0.82
H 3.12 -0.24 2.26
H 2.46 -2.56 1.62
H 0.03 -3.08 1.31
H -1.45 -1.67 0.10